61
Properties=species:S:1:pos:R:3 method="wB97M-V/def2-TZVPD" max_force_ha_per_bohr=0.043 total_charge=0 de_lowest_ev=0.000 orbital_gap_ev=8.9 lumo_energy_ev=0.3
O -0.8803 -1.6263 -0.2131
C -0.4823 -1.9217 0.9095
C 0.0198 -3.2773 1.1214
C 1.2843 -3.5059 1.6891
C 1.7079 -4.8158 1.9355
C 0.8791 -5.8924 1.6259
O 1.2919 -7.1632 1.8887
C -0.3657 -5.6661 1.0439
C -0.7865 -4.3669 0.7774
O -1.9932 -4.1671 0.1770
N -0.7015 -1.0496 1.9683
C -1.3896 0.2322 1.7905
C -1.7460 0.6009 3.1985
C -2.4088 1.7398 3.6720
C -2.6471 1.8786 5.0473
C -2.2264 0.8812 5.9392
C -1.5619 -0.2538 5.4576
C -1.3251 -0.3784 4.0840
C -0.6281 -1.4860 3.3650
H 1.9346 -2.6705 1.9394
H 2.6809 -5.0074 2.3761
H 0.6117 -7.7919 1.6009
H -1.0222 -6.4860 0.7785
H -1.9860 -3.2642 -0.2094
H -0.7312 0.9798 1.3381
H -2.2920 0.1298 1.1782
H -2.7386 2.5073 2.9786
H -3.1626 2.7579 5.4219
H -2.4152 0.9885 7.0033
H -1.2307 -1.0275 6.1436
H 0.4075 -1.5793 3.7055
H -1.1503 -2.4353 3.5251
C 2.0486 5.4347 -4.7169
N 1.5715 4.5068 -3.6926
C 1.1645 3.2567 -3.9491
O 1.1935 2.7771 -5.0779
C 0.6760 2.4268 -2.7481
C 1.8428 1.5860 -2.2046
C 1.5147 0.9088 -0.8681
S 2.8131 -0.1890 -0.2352
C 2.6568 -1.5799 -1.3911
N -0.4652 1.5496 -3.0641
C -1.6922 1.9058 -3.4437
C -2.0416 3.3712 -3.6188
O -2.5512 1.0594 -3.6332
H 2.2220 6.4212 -4.2848
H 1.3058 5.5175 -5.5134
H 2.9786 5.0608 -5.1500
H 1.5404 4.8315 -2.7396
H 0.3696 3.1195 -1.9650
H 2.7097 2.2301 -2.0528
H 2.1065 0.8294 -2.9440
H 1.3358 1.6846 -0.1236
H 0.5990 0.3285 -0.9715
H 2.9101 -1.2574 -2.4004
H 1.6341 -1.9589 -1.3770
H 3.3365 -2.3780 -1.0919
H -0.3221 0.5529 -2.9990
H -1.7711 3.9283 -2.7254
H -3.1153 3.4530 -3.7853
H -1.5173 3.7596 -4.4902